C23H21N5O2 | the ωB97M-V functional and the def2-TZVPD basis

Max |F| (eV/Å): 0.9
HOMO energy (eV): -8.6
LUMO level (Ha): -0.008
Electronic energy (eV): -35736.3817
SMILES string: COc1ccccc1-c1cc(C(=O)N/N=C\c2cn(C)nc2C)c2ccccc2n1
Energy relative to the best compared isomer or geometry (same formula, charge and spin) (kcal per mole): 47.6

Each line ends with the natural charge from an NBO analysis.
Positions of all 51 atoms, in Å:
C (-2.017, -1.818, 0.828)  -0.253
O (-2.953, -0.766, 0.693)  -0.521
C (-3.146, 0.085, 1.753)  0.321
C (-4.466, 0.437, 2.019)  -0.254
C (-4.779, 1.255, 3.086)  -0.187
C (-3.776, 1.712, 3.926)  -0.253
C (-2.462, 1.387, 3.656)  -0.100
C (-2.122, 0.604, 2.556)  -0.178
C (-0.695, 0.421, 2.243)  0.204
C (-0.248, 0.661, 0.922)  -0.204
C (1.076, 0.476, 0.612)  -0.094
C (1.511, 0.593, -0.815)  0.619
O (2.092, -0.295, -1.406)  -0.587
N (1.116, 1.767, -1.384)  -0.465
N (1.453, 2.206, -2.644)  -0.270
C (1.316, 1.455, -3.666)  0.112
C (0.714, 0.161, -3.825)  -0.241
C (-0.189, -0.519, -3.016)  0.032
N (-0.496, -1.663, -3.640)  -0.156
C (-1.362, -2.705, -3.173)  -0.406
N (0.156, -1.790, -4.798)  -0.278
C (0.886, -0.704, -4.943)  0.180
C (1.758, -0.497, -6.127)  -0.646
C (1.971, 0.080, 1.638)  -0.017
C (3.347, -0.140, 1.435)  -0.189
C (4.151, -0.486, 2.486)  -0.210
C (3.621, -0.620, 3.779)  -0.195
C (2.289, -0.417, 4.009)  -0.198
C (1.430, -0.066, 2.947)  0.141
N (0.121, 0.097, 3.214)  -0.407
H (-1.747, -1.988, 1.871)  0.194
H (-2.493, -2.717, 0.429)  0.190
H (-1.107, -1.615, 0.255)  0.179
H (-5.236, 0.044, 1.373)  0.225
H (-5.809, 1.517, 3.275)  0.216
H (-4.017, 2.327, 4.779)  0.215
H (-1.661, 1.752, 4.282)  0.218
H (-0.961, 0.974, 0.173)  0.225
H (0.893, 2.540, -0.769)  0.403
H (1.708, 1.905, -4.572)  0.196
H (-0.654, -0.251, -2.089)  0.213
H (-1.650, -3.313, -4.028)  0.234
H (-0.846, -3.337, -2.445)  0.207
H (-2.249, -2.275, -2.706)  0.211
H (1.483, 0.418, -6.650)  0.219
H (1.652, -1.341, -6.802)  0.237
H (2.799, -0.414, -5.818)  0.225
H (3.750, -0.043, 0.439)  0.232
H (5.205, -0.657, 2.327)  0.217
H (4.277, -0.890, 4.594)  0.216
H (1.858, -0.519, 4.993)  0.227

Forces on atoms 1 to 2 (eV/Å):
C 0.146 -0.425 -0.064
O -0.076 0.489 0.011